No. 1
A 2-piece molecular cluster, C2H5NS2 overall. Source: the OMol25 dataset; level of theory: wB97M-V/def2-TZVPD.

Output
Net charge: 0
2S+1: 1
HOMO (spin up / spin down) (Ha): -0.30150 / -0.30151
LUMO (spin up / spin down) (eV): -0.383 / -0.383
Orbital gap (spin up / spin down) (eV): 7.821 / 7.821

```
10
Properties=species:S:1:pos:R:3:lowdin_charge:R:1
H -1.708 0.148 1.799 0.071
H 0.184 0.561 -2.532 -0.167
H 1.169 1.347 -0.566 -0.017
S -0.396 -1.665 0.544 0.582
S 1.138 -0.354 -2.321 0.559
H -0.219 -0.403 2.554 0.045
C 0.436 1.381 0.212 0.044
N -0.086 0.391 0.626 -0.294
C -0.750 -0.265 1.681 -0.505
H 0.232 -1.142 -1.997 -0.319
```


No. 2
A single C2H5NS2 molecule. Source: the OMol25 dataset; level of theory: wB97M-V/def2-TZVPD.

Output
Structure (SMILES): CSNC=S
Net charge: 0
2S+1: 1
HOMO (Ha): -0.32164
LUMO (eV): 0.411
Orbital gap (eV): 9.163

```
10
Properties=species:S:1:pos:R:3:lowdin_charge:R:1
C -1.586 0.716 -0.149 -0.438
N 0.635 -0.921 -0.287 -0.469
S 3.142 -0.226 -0.090 0.621
H -1.347 1.396 0.764 0.047
S -1.078 -1.050 0.104 0.782
H -2.730 0.554 -0.112 0.035
H 1.075 -1.414 -1.175 0.123
H 1.408 -0.011 1.521 0.072
C 1.664 -0.375 0.490 -0.848
H -1.182 1.330 -1.066 0.076
```